No. 1
Molecular formula: C17H30F6N4O6PRuS5Sb
Method: DFT, ωB97M-V/def2-TZVPD

Geometry as XYZ:
```
71
Properties=species:S:1:pos:R:3:forces:R:3
Ru 1.372510 -2.601503 1.628363 -0.099 0.054 0.293
S 5.959154 -1.915189 1.982698 -0.026 -0.002 0.048
Sb 4.115221 -2.695661 3.120537 0.184 -0.008 -0.249
S 2.392447 -0.852924 2.623842 -0.043 -0.039 0.019
S 3.076326 -4.236987 1.463240 0.055 -0.003 0.063
F -4.164646 -2.056212 3.353403 -0.024 0.033 0.004
C -3.427773 -2.204496 2.244940 -0.005 -0.082 -0.095
F -4.040908 -1.493331 1.271156 0.046 -0.032 -0.038
F -3.480969 -3.491066 1.884210 0.002 0.097 0.083
S -1.679145 -1.623056 2.526154 -0.166 -0.061 0.392
O -1.015014 -2.269840 1.381553 0.203 0.171 0.107
O -1.852465 -0.193750 2.452080 0.078 -0.124 0.083
N -1.264438 -2.120640 3.910951 -0.047 0.149 -0.279
S -0.638769 -3.717576 3.942466 0.093 -0.380 0.004
O -0.712453 -4.105769 5.343322 -0.049 0.071 0.050
O 0.796122 -3.551436 3.502311 -0.115 0.115 -0.130
C -0.980275 -5.843615 2.740366 -0.055 -0.060 -0.134
F -0.401533 -5.652827 1.532857 -0.067 -0.038 0.062
F -2.306796 -6.008755 2.505966 0.074 -0.006 0.061
F -0.530946 -7.034696 3.204230 0.024 0.060 0.019
O 0.389429 0.305899 -0.075901 -0.026 -0.274 -0.304
P -0.060112 1.542721 -0.734608 -0.026 0.307 0.189
N -0.118766 1.519455 -2.404277 -0.042 -0.214 0.029
C -1.307857 1.540723 -3.240568 -0.002 0.032 0.002
C -0.711881 1.700255 -4.635188 0.009 0.022 0.004
C 0.559786 0.835447 -4.582391 0.013 0.009 -0.003
C 0.881545 0.682325 -3.080357 0.033 0.063 0.017
N -1.576817 2.077058 -0.275059 0.034 0.021 -0.068
C -1.584053 2.638067 1.105629 -0.016 -0.025 0.034
C -3.016796 2.417624 1.627304 -0.026 0.054 0.077
C -3.769690 1.767760 0.461658 0.031 -0.021 0.023
C -2.658720 1.071693 -0.307455 0.020 -0.169 0.044
N 0.978508 2.789648 -0.391942 0.120 -0.102 -0.017
C 1.416900 3.810513 -1.343046 -0.060 0.042 0.041
C 2.609589 4.471868 -0.646360 0.004 0.002 0.003
C 3.171753 3.349407 0.226050 -0.006 0.017 0.011
C 1.904673 2.685558 0.748082 0.005 -0.002 -0.010
H -1.971036 2.352914 -2.946080 0.000 -0.007 0.011
H -1.867106 0.595550 -3.185938 -0.002 0.003 0.000
H -0.451729 2.748446 -4.795211 -0.001 0.002 0.000
H -1.401805 1.395814 -5.423621 0.004 -0.002 0.001
H 1.381568 1.301184 -5.126215 0.008 -0.011 -0.004
H 0.388663 -0.143363 -5.031336 -0.013 -0.001 0.005
H 1.887367 1.022320 -2.826154 0.017 0.009 0.015
H 0.807405 -0.359236 -2.757574 -0.003 -0.039 0.007
H -1.292562 3.688068 1.067504 -0.013 0.023 -0.011
H -0.882996 2.099357 1.750134 -0.004 0.027 -0.006
H -3.481372 3.350864 1.948580 -0.003 0.042 -0.024
H -2.985579 1.735683 2.476426 -0.024 0.095 -0.094
H -4.228368 2.530040 -0.174539 -0.019 0.005 -0.014
H -4.543377 1.075049 0.791052 0.022 -0.017 0.010
H -2.939756 0.834768 -1.331681 -0.020 0.021 -0.065
H -2.350612 0.150983 0.201374 -0.078 0.162 -0.102
H 0.621168 4.526696 -1.570349 -0.002 -0.001 0.011
H 1.724629 3.356780 -2.290980 -0.007 0.003 -0.007
H 2.262971 5.290601 -0.009479 0.000 -0.001 -0.004
H 3.326411 4.879583 -1.360559 0.006 -0.001 0.001
H 3.820253 3.703772 1.026472 0.006 -0.003 0.002
H 3.738925 2.637850 -0.379143 -0.008 -0.002 -0.011
H 1.513884 3.233266 1.614959 -0.001 -0.001 -0.011
H 2.038346 1.645131 1.042516 -0.003 0.011 0.006
C 0.282164 -3.709119 -0.976738 -0.166 -0.030 -0.025
O 1.364159 -2.796216 -1.238964 -0.004 0.189 0.125
C 1.892005 -2.202658 -0.193525 0.031 0.010 -0.113
C 3.022347 -1.327402 -0.597749 0.048 -0.046 0.049
H -0.502904 -3.203873 -0.412260 0.090 -0.090 -0.145
H 0.656703 -4.562315 -0.413489 0.026 -0.025 -0.001
H -0.086201 -4.022114 -1.951449 0.029 -0.020 -0.008
H 3.110725 -1.267787 -1.684561 -0.001 -0.001 -0.016
H 3.936228 -1.749971 -0.160752 -0.012 0.012 0.019
H 2.886343 -0.347362 -0.146887 -0.026 0.004 -0.038
```
Positions in Å, forces in eV/Å.

Values from the calculation:
net charge: -2
total energy: -4602.9569 Ha
Kohn-Sham gap (alpha / beta): 5.4 / 5.6 eV
⟨S²⟩: 6.037
LUMO level (alpha / beta): 3.84 / 3.84 eV
spin multiplicity: 5
relative energy (zero: lowest compared OMol25 entry of this formula, charge and spin): 39.5 kcal/mol

No. 2
Molecular formula: C17H30N2O2
Method: DFT, ωB97M-V/def2-TZVPD

Geometry as XYZ:
```
51
Properties=species:S:1:pos:R:3:forces:R:3
C 3.107401 -1.515163 0.331931 0.063 0.324 0.102
C 2.829798 -0.243888 1.137658 0.183 -0.196 -0.013
C 2.279012 -0.552582 2.536717 0.090 0.338 -0.249
N 1.133357 -1.439543 2.509835 0.298 -0.158 0.072
C -0.126248 -0.997335 2.302581 0.008 -0.693 0.257
O -0.375028 0.188722 2.184512 -0.167 0.491 -0.018
C -1.170532 -2.105730 2.247119 -0.308 -0.053 0.059
C -2.594188 -1.539930 2.225801 0.204 0.271 0.026
C -2.906542 -0.814895 0.918343 -0.192 -0.128 -0.046
C -2.648467 -1.712045 -0.287360 0.142 0.236 -0.005
C -1.211468 -2.222867 -0.271368 -0.192 -0.255 -0.016
C -0.947426 -2.997236 1.016412 0.176 0.104 -0.060
N 1.886833 0.604496 0.431510 -0.124 -0.117 0.318
C 2.267838 1.354944 -0.619861 -0.382 0.241 -0.052
O 3.409276 1.343243 -1.044691 0.393 0.007 -0.164
C 1.183914 2.195803 -1.288326 0.069 -0.294 -0.073
C -0.180392 2.210844 -0.604070 0.083 0.398 -0.033
C -1.143499 3.109787 -1.378049 -0.140 -0.302 -0.004
C -1.295670 2.621399 -2.815219 0.102 0.338 -0.039
C 0.062719 2.581324 -3.508754 -0.163 -0.324 0.026
C 1.031987 1.697186 -2.732134 0.191 0.350 -0.099
H 3.557075 -1.235463 -0.616424 0.043 -0.028 -0.077
H 3.794482 -2.164685 0.868706 0.117 -0.148 0.048
H 2.182609 -2.051960 0.131539 -0.098 -0.075 0.004
H 3.771506 0.311894 1.239330 -0.145 -0.074 0.057
H 3.057832 -1.014433 3.145701 -0.040 0.037 -0.043
H 1.962537 0.381972 3.008858 0.109 -0.110 0.042
H 1.310896 -2.429042 2.552250 -0.157 0.039 -0.012
H -1.043974 -2.713289 3.152283 0.033 0.062 -0.067
H -2.717223 -0.847124 3.059897 -0.061 -0.062 0.045
H -3.296605 -2.366101 2.362217 -0.002 -0.033 0.047
H -2.283647 0.076702 0.853221 -0.063 0.030 -0.024
H -3.950301 -0.494463 0.926015 -0.009 0.054 0.004
H -2.837438 -1.157611 -1.208794 -0.060 -0.045 -0.041
H -3.332660 -2.564470 -0.264577 -0.054 -0.056 -0.060
H -1.033478 -2.871031 -1.132628 0.083 0.056 -0.006
H -0.521137 -1.378449 -0.339075 0.099 0.066 -0.081
H -1.637068 -3.843194 1.072511 0.021 -0.051 0.031
H 0.067823 -3.402220 1.008708 -0.024 -0.078 0.013
H 0.967134 0.701207 0.838137 -0.041 0.109 -0.042
H 1.576618 3.218894 -1.326715 0.025 -0.048 0.025
H -0.596012 1.200598 -0.581470 -0.013 -0.111 0.096
H -0.095884 2.571460 0.423274 -0.015 -0.111 0.070
H -2.116499 3.116610 -0.882021 0.008 0.084 0.031
H -0.762553 4.133706 -1.381543 -0.015 0.083 0.031
H -1.730455 1.618739 -2.812044 -0.070 -0.061 -0.021
H -1.975309 3.278304 -3.362406 -0.069 -0.062 -0.014
H -0.048400 2.201465 -4.526634 0.039 0.070 -0.041
H 0.467249 3.594018 -3.571830 0.037 0.064 -0.053
H 2.011969 1.691904 -3.211852 -0.015 -0.079 0.039
H 0.658239 0.669526 -2.717220 -0.002 -0.100 0.009
```
Positions in Å, forces in eV/Å.

Values from the calculation:
net charge: 0
total energy: -925.8479 Ha
Kohn-Sham gap: 9.8 eV
LUMO level: 0.63 eV
SMILES: C[C@H](CNC(=O)C1CCCCC1)NC(=O)C1CCCCC1
relative energy (zero: lowest compared OMol25 entry of this formula, charge and spin): 0.0 kcal/mol

What is the net charge in the second record?
0

Among the records above, which one has the highest total energy?
C17H30N2O2